[1]
Below is a molecular structure, C51H37Cl2LaN4O3P at a distorted geometry, with properties calculated with the ωB97M-V functional and the def2-TZVPD basis.

ΔE to the lowest compared entry with this formula, charge and spin = 1.564 eV
Kohn-Sham gap (spin up / spin down) = 6.046 / 6.044 eV
charge = +1
E = -100780.0572 eV
max |F| = 3.2 eV Å⁻¹
HOMO (spin up / spin down) = -0.3538 / -0.3537 Ha
2S+1 = 1

Element x y z (Å)
La: 14.122 12.382 9.497
Cl: 6.642 14.436 9.675
C: 8.167 13.668 9.517
C: 8.307 12.513 8.729
C: 9.587 12.009 8.585
C: 10.746 12.545 9.184
O: 11.938 12.036 8.924
C: 10.543 13.702 10.073
C: 11.494 14.175 10.982
N: 12.705 13.666 11.270
C: 13.292 14.091 12.444
C: 12.573 14.469 13.604
C: 13.221 15.198 14.651
C: 14.583 15.484 14.572
C: 15.362 15.037 13.456
C: 16.757 15.372 13.290
C: 17.435 14.855 12.162
C: 16.734 14.057 11.236
N: 15.451 13.691 11.444
C: 14.768 14.276 12.408
C: 9.251 14.196 10.228
H: 7.438 12.104 8.195
H: 9.815 11.170 7.905
H: 11.157 15.119 11.425
H: 11.506 14.185 13.632
H: 12.622 15.422 15.516
H: 15.105 16.032 15.413
H: 17.269 15.933 14.079
H: 18.459 15.101 11.912
H: 17.252 13.756 10.366
H: 9.068 15.030 10.900
C: 12.812 9.443 7.931
O: 14.066 10.167 8.257
C: 15.231 9.743 7.588
C: 15.440 8.423 7.163
C: 16.541 8.082 6.430
C: 17.541 9.044 6.221
C: 17.380 10.378 6.648
C: 16.227 10.750 7.358
N: 16.026 12.022 7.885
N: 17.057 12.841 7.668
C: 16.812 14.123 7.376
C: 15.488 14.763 7.471
O: 14.372 14.096 7.827
C: 15.424 16.144 7.128
C: 16.503 16.929 6.692
C: 17.820 16.361 6.676
C: 18.983 17.081 6.375
C: 20.235 16.567 6.490
C: 20.372 15.205 6.698
C: 19.283 14.389 6.922
C: 18.002 14.960 7.038
H: 12.624 9.580 6.859
H: 12.864 8.370 8.122
H: 12.036 9.907 8.526
H: 14.670 7.733 7.463
H: 16.740 7.087 6.061
H: 18.428 8.761 5.650
H: 18.113 11.108 6.364
H: 14.446 16.594 7.158
H: 16.410 17.983 6.457
H: 18.891 18.091 6.016
H: 21.095 17.202 6.444
H: 21.335 14.742 6.642
H: 19.401 13.303 7.001
Cl: 13.040 10.329 12.139
C: 13.743 8.954 13.103
C: 12.814 8.219 13.857
C: 13.178 7.064 14.471
C: 14.512 6.586 14.423
C: 15.478 7.422 13.886
C: 15.106 8.608 13.206
P: 16.376 9.565 12.389
C: 17.451 8.349 11.583
C: 16.754 7.448 10.697
C: 17.408 6.377 10.121
C: 18.744 6.150 10.370
C: 19.402 6.947 11.273
C: 18.783 8.040 11.926
C: 17.473 10.117 13.661
C: 17.255 9.848 15.046
C: 18.050 10.463 15.978
C: 19.152 11.231 15.574
C: 19.478 11.367 14.265
C: 18.643 10.805 13.293
H: 11.752 8.491 13.894
H: 12.456 6.513 15.105
H: 14.715 5.582 14.824
H: 16.520 7.155 13.920
H: 15.669 7.588 10.557
H: 16.928 5.730 9.419
H: 19.251 5.402 9.796
H: 20.463 6.780 11.437
H: 19.366 8.624 12.609
H: 16.484 9.145 15.359
H: 17.866 10.376 17.044
H: 19.811 11.669 16.347
H: 20.392 11.905 14.005
H: 18.854 10.978 12.259

Here are the Löwdin charges for atoms 1 to 6, given in e: number 1, La, carries 2.07; number 2, Cl, carries 0.69; number 3, C, carries -0.68; number 4, C, carries -0.07; number 5, C, carries -0.01; number 6, C, carries -0.30

[2]
Below is a molecular structure, C51H38N4O7P2S2W, with properties calculated with the ωB97M-V functional and the def2-TZVPD basis.

ΔE to the lowest compared entry with this formula, charge and spin = 7.585 eV
Kohn-Sham gap (spin up / spin down) = 6.393 / 6.019 eV
<S²> = 2.063
charge = 0
E = -115867.0222 eV
max |F| = 1.0 eV Å⁻¹
HOMO (spin up / spin down) = -0.2808 / -0.2739 Ha
2S+1 = 3

Element x y z (Å)
W: 0.701 -1.520 -0.498
O: 0.951 -3.402 3.583
C: 0.803 -2.764 2.569
N: 0.165 -1.531 2.493
C: -0.560 -1.264 1.405
O: -2.273 0.097 2.707
C: -1.167 -2.408 0.679
C: -1.640 -2.258 -0.628
C: -2.001 -3.432 -1.353
C: -1.920 -4.631 -0.734
C: -1.524 -4.665 0.637
N: -1.156 -3.622 1.311
C: 1.582 -3.089 1.296
C: 2.545 -2.141 0.887
C: 3.656 -2.622 0.120
C: 3.671 -3.916 -0.278
C: 2.617 -4.774 0.158
N: 1.655 -4.411 0.951
H: -1.985 -1.315 -0.988
H: -2.335 -3.335 -2.378
H: -2.178 -5.553 -1.237
H: -1.523 -5.613 1.168
H: 2.651 -1.224 1.449
H: 4.464 -1.945 -0.129
H: 4.480 -4.325 -0.869
H: 2.638 -5.818 -0.145
O: -3.730 1.348 0.109
C: -2.811 0.936 -0.541
O: -1.600 0.643 0.005
C: -2.882 0.610 -1.995
C: -4.147 0.839 -2.550
C: -4.428 0.533 -3.864
C: -3.429 -0.031 -4.648
C: -2.176 -0.266 -4.114
C: -1.857 0.052 -2.786
S: -0.126 -0.199 -2.431
H: -4.905 1.263 -1.906
H: -5.413 0.721 -4.270
H: -3.622 -0.293 -5.681
H: -1.403 -0.706 -4.732
C: -1.665 2.325 2.083
P: -1.177 0.597 1.599
C: 0.626 0.999 1.652
C: 1.301 1.189 2.850
C: 2.676 1.382 2.855
C: 3.392 1.412 1.663
C: 2.719 1.248 0.465
C: 1.341 1.025 0.453
C: -2.825 -1.158 2.939
C: -2.369 -1.948 3.975
C: -2.991 -3.169 4.200
C: -4.054 -3.578 3.411
C: -4.512 -2.759 2.385
C: -3.899 -1.539 2.146
P: -1.492 3.865 1.039
C: -0.001 3.746 -0.035
C: 1.270 4.218 0.298
C: 2.303 4.190 -0.628
C: 2.088 3.681 -1.902
C: 0.828 3.219 -2.253
C: -0.209 3.274 -1.332
C: -0.921 5.045 2.321
C: -1.439 6.336 2.260
C: -1.048 7.306 3.176
C: -0.139 6.991 4.172
C: 0.383 5.705 4.250
C: -0.007 4.743 3.333
H: -1.178 2.482 3.049
H: -2.733 2.311 2.279
H: 0.767 1.147 3.793
H: 3.193 1.502 3.799
H: 4.462 1.581 1.674
H: 3.249 1.332 -0.475
H: 0.822 1.027 -0.505
H: -1.527 -1.632 4.576
H: -2.623 -3.808 4.993
H: -4.528 -4.534 3.594
H: -5.351 -3.067 1.773
H: -4.242 -0.869 1.366
H: 1.459 4.617 1.285
H: 3.281 4.568 -0.351
H: 2.895 3.666 -2.627
H: 0.644 2.819 -3.243
H: -1.198 2.947 -1.636
H: -2.160 6.582 1.488
H: -1.464 8.304 3.113
H: 0.163 7.743 4.891
H: 1.094 5.454 5.028
H: 0.417 3.745 3.397
O: 3.197 -4.755 -5.195
S: 2.156 -3.789 -5.019
O: 1.253 -3.518 -6.096
N: 1.301 -4.121 -3.643
C: 1.492 -3.201 -2.758
O: 0.938 -3.200 -1.589
C: 2.411 -2.092 -3.144
C: 2.771 -0.972 -2.423
C: 3.566 -0.004 -3.019
C: 4.004 -0.188 -4.328
C: 3.658 -1.322 -5.056
C: 2.857 -2.257 -4.435
H: 2.513 -0.823 -1.358
H: 3.844 0.894 -2.484
H: 4.626 0.570 -4.787
H: 3.999 -1.456 -6.075

Here are the Löwdin charges for atoms 1 to 6, given in e: number 1, W, carries 1.32; number 2, O, carries 0.10; number 3, C, carries -0.46; number 4, N, carries 0.13; number 5, C, carries -0.37; number 6, O, carries -0.16

[3]
Below is a molecular structure, C51H41N6O2PdS4 at a distorted geometry, with properties calculated with the ωB97M-V functional and the def2-TZVPD basis.

ΔE to the lowest compared entry with this formula, charge and spin = 0.578 eV
Kohn-Sham gap = 6.895 eV
charge = -1
E = -113402.6168 eV
max |F| = 1.5 eV Å⁻¹
HOMO = -0.1656 Ha
2S+1 = 1

Element x y z (Å)
Pd: 0.121 -1.319 -0.693
N: 1.614 -0.496 0.587
S: 1.487 0.687 1.458
N: 1.140 2.194 0.975
S: -0.390 2.729 0.923
N: -1.535 1.949 0.497
S: -1.348 -0.148 -1.997
N: -0.995 -1.582 -2.392
C: -0.645 1.170 -3.068
C: 0.737 1.164 -3.170
C: 1.390 2.208 -3.800
C: 0.662 3.278 -4.304
C: -0.716 3.304 -4.155
C: -1.375 2.251 -3.537
C: -3.089 -0.007 -2.471
C: -3.467 -0.241 -3.784
C: -4.813 -0.361 -4.090
C: -5.767 -0.273 -3.085
C: -5.374 -0.077 -1.769
C: -4.029 0.058 -1.456
C: -0.087 4.260 -0.010
C: -1.170 5.104 -0.195
C: -1.022 6.252 -0.954
C: 0.208 6.544 -1.530
C: 1.286 5.690 -1.350
C: 1.140 4.539 -0.587
C: -0.590 3.495 2.585
C: -1.742 3.191 3.282
C: -1.927 3.688 4.563
C: -0.953 4.494 5.137
C: 0.202 4.802 4.429
C: 0.384 4.303 3.148
C: 0.504 0.455 2.971
C: -0.702 -0.209 2.832
C: -1.478 -0.454 3.954
C: -1.037 -0.051 5.207
C: 0.163 0.634 5.335
C: 0.934 0.898 4.213
C: 3.141 1.015 2.141
C: 3.596 2.286 2.443
C: 4.890 2.457 2.916
C: 5.718 1.354 3.079
C: 5.265 0.084 2.747
C: 3.974 -0.084 2.272
H: 1.272 0.332 -2.720
H: 2.469 2.207 -3.885
H: 1.166 4.086 -4.820
H: -1.277 4.159 -4.509
H: -2.449 2.280 -3.412
H: -2.708 -0.344 -4.548
H: -5.120 -0.540 -5.113
H: -6.818 -0.377 -3.327
H: -6.117 -0.046 -0.984
H: -3.684 0.212 -0.442
H: -2.116 4.840 0.263
H: -1.862 6.918 -1.098
H: 0.324 7.448 -2.114
H: 2.242 5.924 -1.803
H: 1.953 3.846 -0.422
H: -2.477 2.559 2.797
H: -2.825 3.441 5.114
H: -1.100 4.886 6.136
H: 0.962 5.427 4.882
H: 1.272 4.539 2.575
H: -1.022 -0.540 1.855
H: -2.425 -0.965 3.840
H: -1.626 -0.270 6.090
H: 0.501 0.967 6.308
H: 1.868 1.436 4.303
H: 2.934 3.129 2.301
H: 5.248 3.447 3.167
H: 6.720 1.494 3.464
H: 5.918 -0.771 2.867
H: 3.582 -1.050 1.980
O: -1.714 -2.589 0.790
S: -0.834 -3.734 0.712
O: -0.420 -4.292 1.983
N: 0.388 -3.354 -0.243
C: 1.234 -4.257 -0.803
C: 1.197 -5.631 -0.564
C: 2.098 -6.502 -1.180
C: 3.066 -6.050 -2.036
C: 3.161 -4.672 -2.313
C: 4.147 -4.132 -3.167
C: 4.197 -2.782 -3.372
C: 3.233 -1.971 -2.749
N: 2.292 -2.437 -1.970
C: 2.243 -3.760 -1.720
C: -1.876 -4.968 -0.079
C: -2.250 -6.095 0.632
C: -3.199 -6.954 0.099
C: -3.773 -6.665 -1.132
C: -3.387 -5.533 -1.838
C: -2.437 -4.671 -1.311
H: 0.465 -6.022 0.126
H: 2.023 -7.563 -0.973
H: 3.769 -6.733 -2.496
H: 4.861 -4.798 -3.639
H: 4.951 -2.332 -4.005
H: 3.253 -0.895 -2.894
H: -1.800 -6.273 1.599
H: -3.499 -7.836 0.649
H: -4.530 -7.327 -1.535
H: -3.842 -5.317 -2.796
H: -2.128 -3.766 -1.825

Here are the Löwdin charges for atoms 1 to 6, given in e: number 1, Pd, carries 0.65; number 2, N, carries -0.37; number 3, S, carries 0.72; number 4, N, carries -0.41; number 5, S, carries 0.64; number 6, N, carries -0.30

[4]
Below is a molecular structure, C51H42FN6O8PRbS at a distorted geometry, with properties calculated with the ωB97M-V functional and the def2-TZVPD basis.

ΔE to the lowest compared entry with this formula, charge and spin = 3.976 eV
Kohn-Sham gap (spin up / spin down) = 4.728 / 3.509 eV
charge = -1
E = -102380.8059 eV
max |F| = 4.0 eV Å⁻¹
HOMO (spin up / spin down) = -0.1423 / -0.0963 Ha
2S+1 = 1

Element x y z (Å)
Rb: -1.057 1.353 -2.508
O: 0.674 2.219 -9.890
C: -0.422 2.767 -9.524
O: -1.238 3.570 -10.039
C: -0.792 2.218 -8.094
C: -2.026 2.360 -7.464
C: -2.099 2.083 -6.075
N: -1.159 1.370 -5.440
C: -0.038 1.029 -6.131
C: 0.213 1.528 -7.444
C: 0.911 0.162 -5.425
C: 2.280 0.294 -5.756
C: 3.174 -0.594 -5.140
C: 2.654 -1.584 -4.339
C: 1.315 -1.547 -3.989
N: 0.457 -0.700 -4.540
C: -3.290 2.538 -5.367
C: -3.887 3.801 -5.622
C: -5.103 4.213 -5.072
C: -5.747 3.254 -4.280
C: -5.089 2.046 -4.058
N: -3.938 1.639 -4.561
H: -2.932 2.721 -7.964
H: 1.190 1.281 -7.911
H: 2.612 1.077 -6.461
H: 4.260 -0.539 -5.335
H: 3.317 -2.354 -3.940
H: 0.803 -2.292 -3.376
H: -3.343 4.441 -6.316
H: -5.426 5.197 -5.325
H: -6.839 3.347 -3.959
H: -5.559 1.246 -3.467
O: 1.862 2.109 -2.601
S: 1.653 3.257 -1.767
O: 1.441 2.801 -0.250
O: 0.427 4.001 -2.075
C: 3.089 4.096 -1.343
C: 3.838 4.915 -2.150
C: 5.056 5.329 -1.697
C: 5.496 5.139 -0.369
C: 4.717 4.515 0.533
C: 3.609 3.809 -0.049
P: 2.863 2.444 0.707
C: 3.695 0.879 0.624
C: 3.056 -0.368 0.505
C: 3.663 -1.585 0.951
C: 4.939 -1.494 1.445
C: 5.629 -0.262 1.467
C: 5.068 0.890 0.979
C: 2.259 2.647 2.361
C: 0.837 2.556 2.466
C: 0.227 2.646 3.692
C: 1.040 2.778 4.851
C: 2.437 2.894 4.786
C: 3.061 2.738 3.512
H: 3.585 5.033 -3.201
H: 5.761 5.741 -2.355
H: 6.431 5.604 -0.188
H: 4.964 4.460 1.599
H: 2.102 -0.452 0.036
H: 3.230 -2.565 0.854
H: 5.379 -2.380 1.870
H: 6.660 -0.266 1.876
H: 5.596 1.897 0.855
H: 0.288 2.274 1.596
H: -0.841 2.647 3.780
H: 0.518 2.711 5.753
H: 3.042 2.970 5.706
H: 4.184 2.624 3.480
F: 1.350 -2.654 3.636
C: 0.018 -2.509 3.284
C: -0.268 -1.849 2.113
C: -1.583 -1.715 1.630
C: -2.016 -0.818 0.509
O: -1.121 -0.177 -0.099
C: -3.396 -0.701 0.222
C: -4.261 -1.485 0.910
N: -3.900 -2.416 1.885
C: -4.809 -3.448 2.210
C: -5.694 -4.034 1.122
C: -4.529 -4.829 1.750
C: -2.608 -2.354 2.387
C: -2.318 -2.996 3.606
C: -1.036 -3.078 4.129
N: -0.749 -3.694 5.360
C: 0.130 -3.033 6.307
C: 1.030 -3.962 7.094
N: 0.209 -5.206 7.528
C: -0.359 -5.926 6.341
C: -1.380 -4.994 5.672
C: -4.183 0.218 -0.774
O: -5.366 -0.039 -0.948
O: -3.522 1.175 -1.302
H: 0.551 -1.458 1.455
H: -5.330 -1.316 0.806
H: -5.231 -3.422 3.211
H: -5.615 -3.571 0.121
H: -6.662 -4.434 1.448
H: -3.554 -4.875 1.184
H: -4.864 -5.627 2.441
H: -3.130 -3.290 4.236
H: -0.445 -2.382 6.952
H: 0.803 -2.325 5.798
H: 1.366 -3.494 8.040
H: 1.915 -4.316 6.596
H: -0.541 -4.930 8.227
H: 0.796 -5.862 8.053
H: -0.888 -6.816 6.744
H: 0.456 -6.237 5.671
H: -2.319 -4.835 6.310
H: -1.685 -5.462 4.708

Here are the Löwdin charges for atoms 1 to 6, given in e: number 1, Rb, carries 0.92; number 2, O, carries -0.10; number 3, C, carries -0.64; number 4, O, carries -0.06; number 5, C, carries -0.10; number 6, C, carries 0.05